Formula: C15H18N2O2
Source: the Open Molecules 2025 dataset
Level of theory: ωB97M-V with the def2-TZVPD basis set

Positions of all 37 atoms, in Å:
C  -0.695576  -2.403817  1.778403
C  -1.855800  -3.031381  1.748716
C  -2.976316  -2.743443  0.789548
N  -2.561477  -2.013700  -0.386018
C  -2.818262  -0.696542  -0.549271
O  -3.525146  -0.064741  0.201280
C  -2.166934  -0.093826  -1.804641
C  -2.413252  1.410686  -1.853794
C  -1.200394  2.016371  -1.164718
O  -1.092310  3.159567  -0.795904
N  -0.247341  1.039501  -1.067270
C  0.999884  1.156559  -0.437404
C  1.200062  2.084754  0.582724
C  2.424138  2.167731  1.213533
C  3.479628  1.332980  0.862021
C  3.272139  0.411785  -0.153417
C  2.052552  0.320558  -0.800016
H  1.935578  -0.399555  -1.595756
H  4.075124  -0.247768  -0.451177
C  4.802387  1.444573  1.556986
H  4.667260  1.462288  2.637060
H  5.451160  0.611562  1.297708
H  5.300377  2.370559  1.269405
H  2.562281  2.892797  2.002421
H  0.396075  2.740485  0.870597
C  -0.635353  -0.179473  -1.745983
H  -0.214729  -0.207057  -2.761085
H  -0.269263  -1.050005  -1.195219
H  -2.475891  1.792891  -2.873194
H  -3.317529  1.692897  -1.314414
H  -2.564694  -0.618757  -2.676640
H  -1.939790  -2.488795  -1.020549
H  -3.728441  -2.123391  1.290111
H  -3.451443  -3.681905  0.483290
H  -2.075794  -3.813117  2.462748
H  0.063031  -2.648957  2.500661
H  -0.455943  -1.602316  1.099259

Forces on the atoms, in the same order (eV/Å):
C 0.112 0.010 0.038
C -0.187 -0.054 -0.090
C -0.131 0.041 0.052
N 0.061 -0.429 0.102
C 0.222 -0.068 -0.559
O -0.164 0.282 0.282
C -0.104 0.253 0.086
C -0.141 -0.039 0.097
C -0.405 0.129 -0.220
O -0.006 0.249 0.094
N -0.007 -0.382 0.112
C 0.362 0.080 0.112
C -0.103 0.102 0.040
C 0.024 -0.148 -0.109
C 0.024 -0.060 -0.039
C 0.041 0.075 0.128
C -0.217 0.045 -0.086
H -0.051 -0.060 -0.073
H 0.078 -0.057 -0.012
C -0.009 0.060 -0.023
H 0.067 -0.012 0.076
H 0.079 -0.031 0.026
H 0.103 0.029 0.028
H -0.005 0.082 0.096
H -0.045 0.032 0.008
C 0.059 -0.204 -0.279
H -0.015 -0.094 0.108
H -0.001 0.065 -0.079
H 0.056 0.008 -0.019
H 0.097 0.028 -0.064
H 0.065 0.008 0.055
H -0.020 0.153 0.001
H 0.011 -0.179 -0.099
H -0.005 0.113 0.074
H 0.052 -0.088 0.153
H 0.099 -0.089 0.185
H 0.003 0.152 -0.201

Calculated values
- Spin multiplicity: 1
- E: -22922.9656 eV
- Frontier orbital gap: 8.85 eV
- SMILES: C=CCNC(=O)[C@H]1CC(=O)N(c2ccc(C)cc2)C1

The computed natural (NBO) charges, all in e, follow: atom 1 (C): -0.3960, atom 2 (C): -0.1847, atom 3 (C): -0.2718, atom 4 (N): -0.6140, atom 5 (C): 0.6829, atom 6 (O): -0.6115, atom 7 (C): -0.3133, atom 8 (C): -0.5069, atom 9 (C): 0.6976, atom 10 (O): -0.5923, atom 11 (N): -0.4660, atom 12 (C): 0.2168, atom 13 (C): -0.2234, atom 14 (C): -0.1988, atom 15 (C): -0.0297, atom 16 (C): -0.2079, atom 17 (C): -0.2593, atom 18 (H): 0.2080, atom 19 (H): 0.2081, atom 20 (C): -0.6247, atom 21 (H): 0.2177, atom 22 (H): 0.2126, atom 23 (H): 0.2198, atom 24 (H): 0.2109, atom 25 (H): 0.2470, atom 26 (C): -0.2018, atom 27 (H): 0.1928, atom 28 (H): 0.2056, atom 29 (H): 0.2342, atom 30 (H): 0.2713, atom 31 (H): 0.2327, atom 32 (H): 0.3929, atom 33 (H): 0.2515, atom 34 (H): 0.2017, atom 35 (H): 0.2022, atom 36 (H): 0.2059, atom 37 (H): 0.1897